# 1
Molecular formula: H7NO3Si2
Method: DFT, the ωB97M-V functional and the def2-TZVPD basis

```
13
Properties=species:S:1:pos:R:3:forces:R:3
O 2.128954 -1.092960 -1.854297 2.0968 -0.1615 -1.2742
Si 0.818745 -1.179642 -1.185548 -3.0972 1.2156 2.1538
O -0.329240 -0.010946 -1.146129 2.0084 -1.3578 0.0417
Si -1.104942 1.391982 -0.884961 -1.3310 0.1992 0.6551
O -0.276677 2.751916 -1.335820 -0.5043 -0.8930 0.7960
H 0.287830 -2.142207 -0.193322 0.2895 -0.2194 -0.5360
H -2.161145 1.071776 -1.776105 -1.2067 0.4735 -0.7820
H -1.692112 1.394877 0.496019 0.6211 0.3288 -0.3047
H 0.460578 2.347931 -1.781629 1.1118 0.4168 -0.7112
N 0.505474 -0.893302 2.303994 1.8605 0.3051 -1.3334
H 0.479414 -0.787527 3.275565 -0.1849 0.2582 1.6424
H -0.334834 -1.267086 1.981728 -1.7461 -0.6216 -0.4081
H 1.217954 -1.584813 2.100507 0.0820 0.0560 0.0606
```
Positions in Å, forces in eV/Å.

Values from the calculation:
Gap between HOMO and LUMO in eV: 10.8529
E_LUMO in eV: 0.100
Structure (SMILES): O=[SiH]O[SiH2]O.N

# 2
Molecular formula: H7NP2Si
Method: DFT, the ωB97M-V functional and the def2-TZVPD basis

```
11
Properties=species:S:1:pos:R:3:forces:R:3
N 0.183165 -1.070119 -2.277404 -0.6010 0.0484 0.5058
Si 0.228501 -0.926821 -0.545204 -1.4874 -1.3455 -0.5641
P -0.878981 -1.594408 -3.449391 1.1624 -0.2165 -2.2233
P 0.792163 2.223839 3.774519 1.8681 1.3815 -3.3230
H 1.016732 -0.801209 -2.765004 0.6150 -0.0226 0.0380
H 1.383702 -0.179009 -0.365673 1.5392 1.3489 0.5616
H -1.075314 -0.346978 -0.170767 0.0031 0.1661 0.2141
H -2.086757 -1.697752 -2.856232 -1.2299 0.0313 1.4773
H 1.725891 3.095963 4.409539 0.0448 -0.0314 -0.4126
H 1.154023 1.271299 4.592695 0.7609 -2.3982 1.7100
H -0.103465 2.650612 4.605667 -2.6752 1.0380 2.0162
```
Positions in Å, forces in eV/Å.

Values from the calculation:
Gap between HOMO and LUMO (alpha / beta) in eV: 7.4284 / 6.6774
E_LUMO (alpha / beta) in eV: -0.219 / -0.647

# 3
Molecular formula: H7O3
Method: DFT, the ωB97M-V functional and the def2-TZVPD basis

```
10
Properties=species:S:1:pos:R:3:forces:R:3
O 0.751346 0.870727 1.791327 0.1364 -0.0282 0.0886
H 1.702306 0.823945 1.944795 0.0483 -0.0146 -0.0998
H 0.370079 1.239762 2.596406 -0.1355 0.0143 -0.0472
O -0.397698 -1.602234 -1.331255 -0.1480 -0.1536 0.0256
H 0.220548 -1.962703 -1.976239 0.0514 0.0226 -0.0551
H -1.154975 -2.204952 -1.297292 0.1492 0.1676 0.0332
O -0.297515 0.769357 -0.495716 0.1361 -0.1013 0.1432
H -0.341461 -0.203339 -0.841098 -0.1192 -0.1076 -0.1053
H 0.150656 0.818478 0.439019 -0.1005 0.1219 0.0701
H -1.182796 1.160421 -0.470756 -0.0182 0.0791 -0.0534
```
Positions in Å, forces in eV/Å.

Values from the calculation:
Gap between HOMO and LUMO in eV: 13.8721
E_LUMO in eV: -3.567
Total charge: +1

Per-record ΔE to the lowest compared entry with this formula, charge and spin, kcal per mole: 55.2; 61.5; 0.0